This record from OMol25 describes C22H27N11O5PdS2 as an isolated structure. The level of theory is the ωB97M-V functional and the def2-TZVPD basis.

The geometry in XYZ format:
```
68
Properties=species:S:1:pos:R:3:forces:R:3
Pd -1.52385 0.11776 0.10834 0.3379 0.0951 -0.2089
N -4.26729 3.26727 1.57952 0.0044 -0.1473 0.1349
C -3.57851 2.15028 1.35298 -0.2253 0.1278 -0.9579
S -3.47556 1.52109 -0.25781 0.0021 0.4030 0.3900
N -3.07464 1.53015 2.42524 0.2971 -0.4620 0.4362
N -2.30227 0.47783 2.13417 -0.6733 0.4660 -0.4901
C -2.11914 -0.42293 3.02296 0.4564 -0.4872 0.3701
C -1.17866 -1.51404 2.71680 -0.3532 0.2674 -0.1352
C -0.84754 -2.45514 3.66945 0.0174 -0.1472 0.2426
C 0.02827 -3.47635 3.32128 0.0176 -0.0386 0.0669
C 0.55073 -3.50044 2.04244 0.0330 -0.0313 0.0153
C 0.17875 -2.50512 1.14313 0.0577 0.1059 0.0022
N -0.67708 -1.54613 1.46626 0.1540 0.0527 -0.0295
H -4.77394 3.71260 0.83340 0.0366 0.0501 -0.0154
H -4.43509 3.56305 2.52969 0.0008 -0.0071 0.0012
H -2.64117 -0.38302 3.97613 0.0631 0.0195 0.0102
H -1.26170 -2.38456 4.66751 -0.0052 -0.0479 -0.0368
H 0.30082 -4.23351 4.04513 0.0025 0.0372 -0.0148
H 1.25257 -4.26582 1.73987 -0.0091 0.0257 0.0064
H 0.60716 -2.45252 0.14665 -0.0539 0.0064 0.0124
N -2.48715 -1.37724 -1.45340 0.0460 -0.0888 0.0805
C -1.58091 -1.49262 -2.62007 -0.0805 0.0041 0.1591
C -1.82875 -2.70745 -3.52185 -0.0964 0.0083 -0.0037
C -2.12891 -4.07988 -2.90956 0.0154 0.0545 -0.0041
C -1.01324 -4.73014 -2.09433 0.1007 0.0932 -0.1434
N 0.26102 -4.62903 -2.79778 0.0999 0.2494 -0.0967
C 1.11571 -5.58109 -3.11780 0.0399 -0.0909 -0.0318
N 0.85971 -6.87654 -2.90804 0.0166 0.0309 -0.0021
N 2.28707 -5.22738 -3.65967 -0.1258 0.0140 0.0307
C -0.13162 -1.24901 -2.16066 0.2401 0.0108 0.0113
O 0.79391 -1.90953 -2.64662 -0.1578 -0.2732 -0.0204
O 0.02577 -0.29949 -1.32600 -0.1214 -0.2390 -0.0950
H -2.62463 -2.27990 -1.01263 -0.0305 -0.0572 0.0044
H -3.39964 -1.05882 -1.75695 -0.1022 -0.0447 0.0614
H -1.78301 -0.61787 -3.24002 0.0034 0.1151 -0.0106
H -0.97899 -2.79286 -4.19885 -0.0179 0.1015 -0.0612
H -2.68739 -2.46104 -4.14777 -0.0110 -0.0522 -0.0737
H -2.35857 -4.74632 -3.74229 -0.0750 0.0141 -0.0216
H -3.03474 -4.04118 -2.29841 0.0161 -0.0607 0.0306
H -1.26902 -5.77158 -1.91288 0.0103 -0.0191 0.0660
H -0.90781 -4.25664 -1.11385 0.0805 0.0162 0.0059
H 0.55425 -3.65939 -3.00120 -0.0636 0.0240 0.2949
H -0.04681 -7.18276 -2.60568 0.0142 -0.0168 -0.0150
H 1.50135 -7.58378 -3.22268 0.0048 0.0016 0.0176
H 2.49736 -4.25283 -3.80572 0.0453 -0.0326 0.0133
H 2.94784 -5.90933 -3.98780 -0.0075 -0.0012 -0.0120
O 5.87880 6.59987 3.62808 -0.3365 0.0315 -0.3099
S 4.44031 6.69807 3.84306 1.1462 0.2090 2.1116
O 3.99221 5.62323 4.70543 -0.1616 -0.0580 -0.2946
O 4.10308 7.98933 4.41661 -0.1110 -0.1015 -0.4254
C 3.64817 6.53908 2.29658 -0.6333 -0.2860 -1.0470
N 3.88711 7.51278 1.43218 -0.0658 -0.1752 0.0727
C 3.29538 7.36839 0.25320 0.1215 0.2067 -0.0247
C 2.48519 6.28433 -0.04188 -0.0628 0.0999 -0.3152
C 2.30880 5.33700 0.94368 -0.1703 -0.3744 0.1250
N 2.90156 5.46001 2.13168 0.1602 0.2850 0.0062
C 1.44742 4.12519 0.77286 0.1102 0.1952 -0.0110
C 1.34050 3.20617 1.80814 0.1079 0.0568 0.1280
C 0.51629 2.11341 1.65296 -0.1770 -0.1487 -0.0288
N -0.19963 1.89491 0.54654 0.0442 0.0850 -0.1148
C -0.07817 2.76226 -0.46566 0.1239 -0.0459 0.1938
C 0.72892 3.87950 -0.39028 -0.0070 0.0445 -0.0942
H 3.47729 8.14774 -0.47667 -0.0056 0.0023 -0.0044
H 2.02106 6.20566 -1.01519 0.0422 0.0294 0.0561
H 1.89802 3.35762 2.72206 -0.0186 -0.0168 -0.0011
H 0.41668 1.38084 2.44387 -0.0058 -0.0033 0.0215
H -0.63670 2.54735 -1.36350 -0.0649 -0.0442 -0.0607
H 0.78310 4.54057 -1.24437 -0.0400 -0.0403 0.0325
```
Forces are in eV/Å.

Properties
- <S²>: 6.06
- Multiplicity: 5
- Energy above the lowest of the compared OMol25 structures with the same formula, charge and spin: 0.0 kcal/mol
- Total charge: +2
- Highest occupied orbital energy (alpha / beta): -13.82 / -14.12 eV
- Gap between HOMO and LUMO (alpha / beta): 7.797 / 5.524 eV
- Lowest unoccupied orbital energy (alpha / beta): -6.0 / -8.6 eV

This record from OMol25 describes C29H51F5MgNO22S2 as an isolated structure. The level of theory is the ωB97M-V functional and the def2-TZVPD basis.

The geometry in XYZ format:
```
111
Properties=species:S:1:pos:R:3:forces:R:3
Mg 12.73428 -11.21365 21.61158 1.4665 -1.4703 0.4338
N 11.18241 -10.28463 21.14258 -5.4757 1.3166 0.5244
S 10.83914 -8.96152 20.33791 1.4082 3.4716 -2.3551
O 10.02407 -7.97504 20.98830 0.2331 -1.2631 0.1428
O 10.61854 -9.23355 18.96101 0.2709 -0.0027 0.1015
F 12.28923 -8.29284 20.42687 0.1053 -0.2987 -0.0417
S 9.56095 -10.61394 21.56384 -0.6608 -2.9753 2.3013
O 8.62848 -10.70802 20.49774 0.7012 0.9581 -0.3067
O 9.13980 -10.09964 22.83804 0.8569 0.0082 -0.9984
F 9.80048 -12.17280 21.87743 0.2632 1.1189 -0.3232
C 5.50532 -9.79017 22.69311 -0.4058 -0.2633 0.1730
C 5.35318 -8.34395 23.07050 -0.0976 0.6196 0.2585
O 5.06916 -7.71088 21.85081 0.1245 0.1174 0.7692
C 5.52290 -8.49831 20.85214 -0.0599 0.4105 -1.5389
O 5.55481 -8.18351 19.70537 0.0505 -0.0945 0.4973
O 5.89259 -9.68702 21.32771 0.1984 -1.0443 0.2926
F 6.54858 -7.86785 23.56856 -0.0537 0.0807 -0.0565
H 4.55199 -10.31590 22.79649 -0.0285 0.0471 -0.2703
H 6.23544 -10.33385 23.28684 0.3000 0.2313 -0.1703
H 4.57178 -8.07506 23.77606 0.0202 -0.1433 0.0656
C 9.53354 -7.43793 24.81666 0.4255 -0.0250 0.5027
C 10.02854 -6.41435 23.78313 -2.5967 -0.6811 0.0495
O 10.29812 -5.33187 24.63775 1.6352 0.4454 -0.3427
C 10.87516 -5.85872 25.75623 -0.9869 -0.1200 0.0108
O 11.58055 -5.29585 26.51799 0.4114 0.2842 0.0531
O 10.45626 -7.12510 25.88090 0.5065 -0.6369 0.4376
F 9.03172 -5.99322 22.96000 0.3935 -0.2361 0.0219
H 9.64671 -8.49564 24.59442 -0.0014 0.1879 -0.3530
H 8.54267 -7.24560 25.23040 -0.1513 0.1718 -0.6236
H 10.84229 -6.82126 23.17598 0.2468 0.5810 0.1021
C 13.92827 -6.81145 24.39771 0.6587 0.7916 0.3466
C 14.99985 -6.79820 23.30988 -1.7128 1.6995 1.1790
O 15.09644 -8.16071 22.98767 0.5577 -1.1613 -0.3235
C 13.90508 -8.72875 23.24412 -0.1846 1.2639 -0.3384
O 13.50784 -9.74935 22.75671 0.6193 -0.2283 0.3867
O 13.14866 -7.92824 23.98793 -0.4322 -0.7234 0.2569
F 16.09943 -6.21461 23.81105 0.4387 -0.7468 -0.5756
H 13.35093 -5.89292 24.48608 -0.2866 -0.1918 -0.4572
H 14.38193 -6.93813 25.38467 -0.0159 -0.4991 -0.0970
H 14.61352 -6.26119 22.43933 0.6398 0.0700 -0.2273
C 7.22872 -11.74936 17.19945 0.2786 0.4390 0.3974
C 5.99061 -12.51253 16.81932 -0.1115 0.0985 -0.6433
O 6.14450 -12.90046 15.45753 -0.0442 0.0956 0.2571
C 4.99840 -13.36652 14.78644 -0.8156 0.0347 -0.6649
C 4.98385 -14.88184 14.62671 0.7343 0.0269 0.1955
H 7.47046 -10.92158 16.53183 -0.2315 -0.2660 -0.4951
H 7.06835 -11.21567 18.14094 0.1761 -0.4769 0.3023
H 8.06227 -12.45253 17.23976 -0.3613 0.9895 0.2489
H 5.87808 -13.43148 17.40696 -0.1124 0.2513 0.3254
H 5.11343 -11.86461 16.92890 -0.1184 -0.2147 -0.0005
H 4.03087 -13.08613 15.22372 0.3499 0.3582 0.5198
H 5.02841 -12.81911 13.83935 -0.1227 -0.4886 -0.2559
H 4.94162 -15.36395 15.60694 0.0583 0.0736 0.0397
H 5.92645 -15.17107 14.15662 -0.1254 -0.2335 -0.0793
H 4.14851 -15.28497 14.05686 -0.0348 0.3010 -0.1801
O 12.28934 -12.84942 20.52492 0.1283 -0.4872 0.6483
C 11.79614 -13.54857 19.64264 0.4258 1.3005 -0.0077
O 12.24387 -14.73964 19.37870 -0.4777 -0.4071 -0.3713
C 13.18141 -15.39578 20.22961 1.2857 -0.7482 0.3000
C 13.94629 -16.44073 19.41209 0.1568 0.3523 0.8947
C 10.76292 -13.00476 18.70162 2.1650 1.5859 0.3583
H 12.67545 -15.89895 21.05371 -0.5013 0.1292 -0.1959
H 13.89138 -14.71647 20.70198 -0.2120 0.3912 -0.2548
H 13.24179 -17.00603 18.80964 0.2649 -0.1832 -0.1485
H 14.45702 -17.07368 20.14227 -0.3674 -0.3482 -0.0461
H 14.79524 -16.04112 18.85854 -0.4583 0.3007 -0.4850
H 11.15686 -12.05875 18.32556 0.0156 0.1965 0.2772
H 9.88028 -12.75326 19.28768 -0.0438 -0.1901 -0.4938
H 10.66427 -13.68825 17.86346 0.7146 2.1593 0.3949
O 9.05487 -14.90832 20.36858 0.5488 -0.2483 -0.1309
C 8.21504 -14.28169 19.77600 -1.0904 0.1403 0.2255
O 8.16837 -14.12670 18.45010 -0.0948 -0.5098 0.3244
C 9.15287 -14.79241 17.65518 -0.7063 -2.2610 -0.4959
C 9.04984 -14.22867 16.24122 1.0097 -0.0663 0.5744
C 7.11036 -13.52131 20.46358 0.1973 0.4163 0.9858
H 8.98506 -15.87283 17.66482 -0.4936 0.0098 -0.0230
H 10.11817 -14.67125 18.15356 -1.6714 -2.0505 -0.5638
H 8.02718 -14.23830 15.87618 0.0075 0.1055 -0.0085
H 9.69957 -14.76580 15.55069 -0.0796 -0.3102 0.0719
H 9.44027 -13.20918 16.26336 -0.2399 0.0762 -0.3170
H 7.10857 -13.76642 21.52682 0.0770 -0.4089 -0.0969
H 6.09570 -13.64840 20.09773 0.1746 -0.0809 -0.4766
H 7.36788 -12.45736 20.48036 -0.2068 -0.1169 -0.5329
O 13.81134 -10.65789 20.00583 -0.4485 -0.6401 0.2500
C 14.66071 -10.20252 19.26536 0.8130 0.9472 -0.2754
O 14.68279 -10.37776 17.97101 -0.1230 -0.1762 0.3143
C 13.58566 -11.07956 17.33218 -0.0758 -0.0395 -0.2851
C 13.95353 -11.11271 15.85978 -0.1853 0.1151 0.3201
C 15.77855 -9.31714 19.72442 0.3965 -0.0387 -0.2931
H 12.67563 -10.51995 17.55815 0.0001 0.0327 -0.1799
H 13.47518 -12.07666 17.76386 0.2209 0.0326 0.0242
H 13.15651 -11.57229 15.27780 0.0251 -0.0288 -0.0075
H 14.88153 -11.66321 15.71592 -0.0479 -0.0953 -0.0247
H 14.10972 -10.09539 15.50446 -0.0771 -0.0055 -0.0679
H 15.40116 -8.48447 20.31328 -0.1191 -0.1407 0.1016
H 16.30848 -8.92913 18.85834 -0.0224 0.0384 0.0205
H 16.49825 -9.88469 20.31530 -0.1485 -0.0191 0.1615
O 12.16278 -12.09166 23.37956 0.6344 -0.2304 -0.9262
C 11.70352 -12.05097 24.50438 -0.6610 0.8597 0.9233
O 11.28122 -13.10859 25.14257 0.0195 0.3910 0.1937
C 11.31959 -14.35324 24.45681 0.9054 -1.7188 -0.9643
C 10.17887 -14.51432 23.47434 -0.5424 0.7062 0.5264
C 11.50402 -10.77869 25.28384 -0.6164 0.7914 0.1301
H 11.32948 -15.12690 25.22420 -0.3832 0.2339 0.1569
H 12.28081 -14.49723 23.94954 -0.0045 0.4652 0.0382
H 10.17073 -15.45010 22.92323 0.0980 -0.2314 0.3278
H 10.14221 -13.72628 22.72707 0.3928 -0.4819 0.3648
H 9.27154 -14.39271 24.07325 -0.2398 -0.3654 -0.2910
H 10.55660 -10.74508 25.82545 0.0671 -0.6558 0.0921
H 11.40982 -9.90492 24.64173 0.4791 -0.2170 -0.3853
H 12.27291 -10.56478 26.02604 0.2137 -0.3340 -0.1268
```
Forces are in eV/Å.

Properties
- Multiplicity: 1
- Total charge: +1
- Highest occupied orbital energy: -11.03 eV
- Gap between HOMO and LUMO: 8.611 eV
- Lowest unoccupied orbital energy: -2.4 eV

This record from OMol25 describes C18H30IrNS3 as an isolated structure. The level of theory is the ωB97M-V functional and the def2-TZVPD basis.

The geometry in XYZ format:
```
53
Properties=species:S:1:pos:R:3:forces:R:3
Ir -0.58233 1.00555 -0.70499 -0.4937 0.4046 -1.2018
C -0.46516 -0.99304 -3.21005 -0.2599 -0.2453 -0.3077
C 0.97833 -0.83856 -2.82660 0.3421 -0.1800 -0.0211
S 1.36066 0.60874 -1.80519 0.2978 -0.1170 0.0920
C 1.46015 1.98935 -2.97810 0.1184 0.0601 -0.0429
C 0.17634 2.30253 -3.71031 -0.0060 -0.0215 -0.0616
S -1.22982 2.33765 -2.54927 -0.0009 0.3971 0.0215
C -2.52562 1.40882 -3.43701 0.0406 0.0275 -0.0703
C -2.95845 0.17784 -2.67058 -0.2828 -0.2244 -0.0650
S -1.61141 -0.69378 -1.82185 0.3043 0.3057 0.2106
H -0.75279 -0.32436 -4.01274 0.0213 0.0148 -0.0638
H -0.64290 -2.01483 -3.55248 -0.0964 0.0022 0.0371
H 1.33082 -1.68150 -2.23386 0.0228 -0.0532 -0.0639
H 1.60926 -0.80003 -3.71797 0.0119 0.0514 0.0361
H 1.80228 2.82155 -2.35987 0.0318 0.0346 -0.0522
H 2.26255 1.74222 -3.67887 0.0130 0.0673 0.0520
H 0.22113 3.29066 -4.16748 0.0847 -0.0128 -0.0331
H -0.03235 1.57333 -4.48871 0.0065 0.0308 -0.0618
H -3.37188 2.08196 -3.57116 -0.0069 -0.0009 0.0109
H -2.14020 1.17401 -4.42675 -0.0501 0.0005 -0.0358
H -3.66027 0.40882 -1.86814 -0.0465 0.0068 -0.0212
H -3.45086 -0.54243 -3.33218 0.0210 -0.0168 0.0847
C 2.34878 -3.76248 0.21822 -0.0552 0.0919 0.0856
C 1.81239 -2.71669 1.16316 0.0871 -0.1267 0.0456
C 2.07823 -2.79519 2.55548 -0.0268 0.0295 -0.0422
C 1.58014 -1.85387 3.48317 0.1180 -0.1821 0.1707
C 1.89470 -1.98650 4.95319 -0.0362 0.0141 -0.1969
C 0.80855 -0.82198 3.01567 -0.0287 0.2523 -0.0527
C 0.52702 -0.67565 1.61860 -0.1391 0.3515 -0.1746
C 1.05230 -1.67058 0.72783 -0.3044 0.2810 -0.1980
N -0.18391 0.35967 1.09514 0.5892 -1.0421 1.5737
C -0.95600 1.42890 1.83626 0.0462 -0.1746 0.4192
C -2.24471 1.49247 1.00055 -0.2388 0.0638 0.1766
C -1.38784 1.22070 3.28600 -0.0607 0.0538 -0.0042
C -0.14698 2.72105 1.70687 -0.1638 -0.0320 -0.1148
H 2.89564 -4.53845 0.74867 -0.0095 0.0171 0.0188
H 3.03555 -3.31764 -0.50488 -0.0116 0.0067 0.0204
H 1.53775 -4.24794 -0.32757 -0.0009 0.0241 0.0105
H 2.68159 -3.61704 2.92451 -0.0022 0.0081 -0.0204
H 2.51350 -2.85714 5.15558 -0.0028 -0.0050 -0.0322
H 0.97894 -2.07977 5.53638 -0.0426 -0.0117 -0.0129
H 2.42354 -1.10521 5.31539 0.0224 0.0315 -0.0222
H 0.44626 -0.09649 3.72381 0.0862 -0.0858 -0.0768
H 0.77684 -1.59547 -0.32029 0.0626 -0.0916 0.2174
H -2.83843 0.58461 1.08936 0.0255 0.0003 -0.0126
H -2.15808 1.77010 -0.11506 -0.1857 0.0084 0.0447
H -2.85860 2.34959 1.29237 0.0521 0.0125 -0.0630
H -1.83532 0.24209 3.45665 0.0581 -0.0169 0.0167
H -2.14953 1.97411 3.50346 -0.0135 -0.0494 -0.0458
H -0.58722 1.40492 3.99771 -0.0180 0.0003 -0.0142
H 0.11758 2.91706 0.63948 0.0231 0.0708 0.0908
H 0.78082 2.66401 2.27554 0.0690 -0.0510 -0.1296
H -0.72099 3.57435 2.07290 0.0279 0.0199 -0.1203
```
Forces are in eV/Å.

Properties
- <S²>: 0.79
- Multiplicity: 2
- Total charge: +3
- Highest occupied orbital energy (alpha / beta): -17.50 / -18.08 eV
- Gap between HOMO and LUMO (alpha / beta): 5.801 / 6.130 eV
- Lowest unoccupied orbital energy (alpha / beta): -11.7 / -12.0 eV

Here are the calculated maximum force numbers, same order: 2.4; 5.7; 2.0 (eV/A).